[1]
C24H48O12S6 | ωB97M-V/def2-TZVPD

Values from the calculation:
Charge: +1
E_LUMO (spin up / spin down), eV: -3.0 / -9.2
Spin multiplicity: 2
Relative energy (zero: lowest compared OMol25 entry of this formula, charge and spin), eV: 0.232

Cartesian coordinates (Å):
C 23.4281 19.3967 -0.5104
C 22.0291 20.0560 -0.7925
C 22.2129 20.9981 -2.0066
S 24.0546 21.3173 -2.3571
O 24.4098 22.7075 -2.2785
O 24.5364 20.3972 -3.4154
C 24.5041 20.5307 -0.6175
H 23.5618 18.6280 -1.2716
H 23.4130 18.9225 0.4709
H 21.6321 20.6238 0.0490
H 21.2802 19.2991 -1.0253
H 21.8107 21.9875 -1.7887
H 21.9532 20.4710 -2.9245
H 24.3902 21.1974 0.2373
H 25.5540 20.2581 -0.7250
C 20.6997 18.0434 2.1898
C 21.0229 19.1604 3.1097
C 19.7422 19.8701 3.4557
S 18.4390 18.5624 3.5094
O 17.2574 19.0525 2.7514
O 18.2946 18.1370 4.9253
C 19.4506 17.2792 2.5965
H 21.4878 17.3438 1.9113
H 20.4005 18.5029 1.2478
H 21.6109 19.8667 2.5236
H 21.5614 18.7880 3.9812
H 19.5648 20.5472 2.6201
H 19.5937 20.4360 4.3754
H 18.7225 16.8765 1.8923
H 19.6602 16.5357 3.3655
C 19.7468 15.1916 -2.6653
C 19.6138 14.9622 -4.1732
C 19.9674 16.1348 -5.0305
S 20.2759 17.5667 -3.8527
O 19.6392 18.7719 -4.2235
O 21.7288 17.5591 -3.5729
C 19.4851 16.6621 -2.4319
H 20.7531 14.9497 -2.3234
H 19.0862 14.4477 -2.2199
H 18.6757 14.4617 -4.4133
H 20.2931 14.1650 -4.4752
H 19.0804 16.4942 -5.5523
H 20.8171 16.0097 -5.7017
H 18.4067 16.8106 -2.3759
H 19.9624 16.9899 -1.5085
C 20.3425 25.9014 2.0414
C 21.1354 24.6577 1.8463
C 20.1484 23.6879 1.1017
S 18.4356 24.0585 1.5980
O 17.7721 23.0633 2.3971
O 17.7013 24.6780 0.4717
C 19.0059 25.5023 2.6301
H 20.1557 26.3254 1.0547
H 20.8437 26.6407 2.6661
H 21.4027 24.3419 2.8547
H 22.0453 24.8925 1.2939
H 20.4776 22.7005 1.4254
H 20.1436 23.6279 0.0134
H 19.2429 25.0149 3.5758
H 18.2119 26.2404 2.7435
C 16.3708 22.4927 -1.7553
C 15.4280 21.4926 -1.0653
C 16.1710 20.6135 -0.1312
S 17.8489 20.4433 -0.9195
O 18.1096 19.1345 -1.5596
O 18.9120 21.0858 -0.1052
C 17.5613 21.6761 -2.3017
H 16.7833 23.2530 -1.0920
H 15.7623 23.0193 -2.4905
H 14.8723 20.8313 -1.7301
H 14.6525 22.0540 -0.5443
H 15.8542 19.5797 0.0069
H 16.2902 20.9315 0.9045
H 17.2289 21.1767 -3.2118
H 18.5399 22.1298 -2.4584
C 13.8683 22.9684 -6.6326
C 14.2800 22.5573 -5.2002
C 13.0490 21.7410 -4.6310
S 11.5368 22.5506 -5.3880
O 10.7905 23.3660 -4.4269
O 10.8295 21.6156 -6.2903
C 12.5386 23.7281 -6.4275
H 13.7363 21.9932 -7.1013
H 14.7432 23.4060 -7.1135
H 14.4333 23.3738 -4.4945
H 15.1657 21.9244 -5.1448
H 12.8610 22.0231 -3.5950
H 13.0558 20.6731 -4.8492
H 12.6062 24.5764 -5.7464
H 11.8874 24.0629 -7.2349

Listed below, in e, are the Mulliken charges computed for each atom: -0.784, 1.235, -0.414, 1.029, -0.443, -0.405, -0.613, 0.386, 0.387, -0.406, -0.557, 0.446, 0.265, 0.369, 0.483, 0.255, -0.681, -0.206, 0.994, -0.552, -0.665, -0.908, 0.518, -0.458, 0.199, 0.412, -0.241, 0.516, 0.410, 0.384, -0.644, -0.733, -0.740, 1.164, -0.613, -0.673, -0.307, 0.311, 0.362, 0.396, 0.293, 0.305, 0.451, 0.440, 0.019, -0.664, -0.717, 0.189, 1.171, -0.623, -0.724, -0.892, 0.288, 0.416, 0.312, 0.354, -0.276, 0.300, 0.327, 0.469, 0.337, -0.607, -0.816, 0.932, -0.617, -0.457, -1.010, -0.078, 0.049, 0.234, 0.411, 0.539, 0.317, 0.339, 0.497, -0.684, -0.365, -0.727, 1.099, -0.645, -0.632, -0.771, 0.343, 0.368, 0.230, 0.244, 0.337, 0.431, 0.343, 0.442

---

[2]
C16H19NO3 | ωB97M-V/def2-TZVPD

Values from the calculation:
SMILES: CC[C@@H]1CN(Cc2ccccc2)C(=O)C=C1CC(=O)O
E_LUMO, eV: 0.5
Relative energy (zero: lowest compared OMol25 entry of this formula, charge and spin), eV: 1.270

Cartesian coordinates (Å):
O -1.6187 -1.7330 1.7255
O -2.1262 1.2260 -3.5597
O -4.0881 0.0275 -3.6672
C -1.0884 -1.3110 0.6914
C -2.7350 0.1623 -3.4585
C -1.7684 -1.3520 -0.5625
C -1.1873 -0.8791 -1.7293
C 0.4564 2.4812 4.3266
C 1.4638 2.3912 3.3497
C -0.3795 1.3954 4.6069
C 1.6713 1.2429 2.6309
C -0.1988 0.2743 3.8303
C 0.8077 0.1791 2.8379
N 0.2015 -0.8708 0.7513
C -1.9531 -1.0944 -3.0432
C 0.9849 -1.0731 2.0045
C 2.4220 -0.1994 -2.8551
C 0.5711 0.1783 -0.1855
C 1.2733 -1.0621 -2.3206
C 0.1686 -0.1834 -1.6572
H -4.4133 0.9199 -3.8725
H -2.7117 -1.8242 -0.6104
H 0.3121 3.4338 4.8562
H 2.0618 3.2584 3.1267
H -1.1164 1.4391 5.3848
H 2.4630 1.2240 1.8562
H -0.7890 -0.6010 3.9921
H -1.2394 -1.3507 -3.8169
H -2.7143 -1.8942 -2.9678
H 0.7236 -1.9968 2.5413
H 2.0493 -1.2256 1.7624
H 2.9300 0.3202 -2.0434
H 3.1390 -0.8664 -3.3823
H 2.0689 0.5296 -3.5650
H 0.0825 1.0978 0.1068
H 1.6460 0.3979 -0.1251
H 0.8881 -1.6596 -3.1389
H 1.6833 -1.7369 -1.5476
H 0.0597 0.7348 -2.2727

Listed below, in e, are the natural (NBO) charges computed for each atom: -0.623, -0.603, -0.676, 0.629, 0.803, -0.302, 0.141, -0.208, -0.219, -0.232, -0.216, -0.136, -0.063, -0.442, -0.551, -0.226, -0.603, -0.206, -0.390, -0.276, 0.501, 0.227, 0.211, 0.210, 0.218, 0.207, 0.219, 0.246, 0.239, 0.244, 0.202, 0.200, 0.212, 0.206, 0.198, 0.208, 0.199, 0.208, 0.246

---

[3]
C4H5N3O | ωB97M-V/def2-TZVPD

Values from the calculation:
E_LUMO, eV: -0.1
Relative energy (zero: lowest compared OMol25 entry of this formula, charge and spin), eV: 4.164

Cartesian coordinates (Å):
C -0.3826 1.0169 -0.1847
C -1.6961 0.4067 -0.1881
C -1.5881 -0.9511 0.0444
C 0.5788 -1.2340 -0.1095
H 2.1528 1.1531 1.0190
H 2.8061 0.1549 -0.4482
H -0.3646 2.1098 -0.1521
H -2.5937 1.1156 -0.1777
H -2.5223 -1.3550 0.6880
N 1.8717 0.9452 -0.0743
N 0.7110 0.2425 -0.1180
N -0.5943 -1.7195 -0.2029
O 1.6214 -1.8850 -0.0958

Listed below, in e, are the natural (NBO) charges computed for each atom: 0.137, -0.404, 0.172, 0.721, 0.358, 0.411, 0.229, 0.247, 0.180, -0.642, -0.254, -0.527, -0.629

---

[4]
C14H20BBrClF3NO8PS | ωB97M-V/def2-TZVPD

Values from the calculation:
E_LUMO, eV: -2.8

Cartesian coordinates (Å):
C 1.2276 -3.4152 2.3025
O 0.5727 -2.4778 3.2081
C -0.8022 -2.2488 2.8504
C -1.0298 -0.9835 1.8788
C -1.0815 -1.2068 0.3104
Br -0.8139 -3.0031 -0.5105
C -1.3582 0.0699 -0.5923
C -1.4587 -0.1756 -2.1660
C -1.0399 1.0895 -3.0771
C 0.5861 1.0036 -3.2568
O 1.1429 1.8825 -2.2243
C 1.6384 3.0593 -2.8684
C 0.9119 4.4495 -2.5040
O 2.6197 3.0166 -3.6653
C -1.5218 1.4847 0.0668
N -1.4612 1.6295 1.5339
P -1.6988 3.2873 2.1946
O -3.3939 3.5635 2.3552
Cl -0.9478 4.7305 0.8158
C -1.2374 0.4843 2.4060
B -1.2311 0.6971 4.0507
C -2.7123 0.5359 4.7584
O -0.0237 0.9569 4.7851
H 2.2454 -3.7858 2.7113
H 1.4938 -2.8093 1.3501
H 0.6205 -4.3553 2.0698
H -1.1735 -3.1950 2.2891
H -1.5008 -2.1693 3.7732
H -2.5778 -0.4003 -2.3850
H -0.8737 -1.0764 -2.5535
H -1.5571 0.9212 -4.1021
H -1.3800 2.1030 -2.6750
H 0.8010 1.3431 -4.3277
H 0.9736 -0.0758 -3.0844
H 0.5173 4.8960 -3.4802
H 1.7136 5.1219 -2.0439
H 0.0180 4.2750 -1.8106
H -1.7176 2.4036 -0.5972
H -3.8062 2.8554 2.9072
H -3.4733 0.9604 3.9964
H -2.9238 -0.5987 4.7976
H -2.7787 1.0507 5.7743
H 0.5780 1.5629 4.2953
C 4.2537 -3.1027 -2.7219
F 5.2100 -4.0510 -2.8747
F 4.7711 -2.1850 -1.8658
F 4.1521 -2.4777 -3.9221
S 2.6331 -3.8028 -2.1346
O 2.9275 -4.4278 -0.8482
O 2.2317 -4.7563 -3.1622
O 1.7349 -2.6535 -2.0271

Listed below, in e, are the natural (NBO) charges computed for each atom: -0.285, -0.540, -0.109, -0.055, 0.026, 0.262, -0.017, -0.469, -0.422, -0.098, -0.562, 0.801, -0.733, -0.546, 0.047, -0.673, 1.288, -0.965, -0.245, -0.046, 1.008, -1.006, -0.871, 0.224, 0.207, 0.186, 0.221, 0.206, 0.240, 0.281, 0.229, 0.199, 0.213, 0.245, 0.252, 0.256, 0.212, 0.262, 0.513, 0.209, 0.266, 0.267, 0.510, 0.692, -0.326, -0.333, -0.332, 2.323, -0.995, -0.977, -1.041

---

[5]
C4H13NO5 | ωB97M-V/def2-TZVPD

Values from the calculation:
SMILES: N[C@H](C=O)CC=O.O.O.O
E_LUMO, eV: 0.3
Relative energy (zero: lowest compared OMol25 entry of this formula, charge and spin), eV: 2.530

Cartesian coordinates (Å):
O 0.2595 -1.7124 -2.3295
C 0.5646 -0.7438 -1.6743
C 0.2070 -0.7272 -0.1914
C 1.4547 -0.3884 0.6572
C 1.8791 1.0245 0.8937
O 1.4121 2.0697 0.4959
N -0.3734 -1.9729 0.2646
H 1.1129 0.0238 -2.2458
H -0.4823 0.0522 0.0974
H 1.2670 -0.8763 1.6109
H 2.3394 -0.8307 0.2096
H 2.8670 1.1064 1.3668
H 0.2771 -2.7236 0.0277
H -1.2241 -2.1208 -0.2800
H 0.0549 2.1236 -2.7006
H 0.8991 3.1264 -1.8301
O 0.8430 2.6668 -2.6714
H -0.6976 -0.6924 2.4424
H -0.6336 0.9962 2.4873
O -1.0655 0.1629 2.6771
H -3.5566 -0.2933 -0.5373
H -3.3547 -0.0813 0.9464
O -4.0496 -0.1894 0.2832

Listed below, in e, are the natural (NBO) charges computed for each atom: -0.523, 0.384, -0.174, -0.524, 0.447, -0.535, -0.823, 0.159, 0.228, 0.255, 0.236, 0.116, 0.367, 0.378, 0.468, 0.486, -0.950, 0.500, 0.491, -0.989, 0.459, 0.478, -0.935

---

Looking at max |F| for the records above, in order, we have 0.0881 0.0864 0.1347 0.1075 0.0350 hartree/bohr.